{
  "formula": "C7H13ClN2O",
  "method": "the ωB97M-V functional and the def2-TZVPD basis",
  "gap_ev": 9.0,
  "max_force_ha_per_bohr": 0.0448,
  "smiles": "CN1CCN(C(=O)CCl)CC1",
  "lumo_energy_ev": 0.7600,
  "energy_ha": -919.45228,
  "relative_energy_kcal_mol": 4.24,
  "symbols": ["C", "N", "C", "C", "N", "C", "O", "C", "Cl", "C", "C", "H", "H", "H", "H", "H", "H", "H", "H", "H", "H", "H", "H", "H"],
  "xyz": [[0.62070, -0.69822, -2.59418], [0.96056, -1.08434, -1.24401], [-0.02881, -1.77315, -0.45831], [-1.19723, -0.83187, -0.12545], [-0.68395, 0.37257, 0.59781], [-0.96777, 0.40929, 1.93153], [-1.54626, -0.49620, 2.51297], [-0.62499, 1.66929, 2.67568], [-1.02516, 3.12005, 1.87637], [0.41105, 0.99384, -0.09476], [1.50163, 0.03464, -0.48779], [-0.31287, -0.11646, -2.75385], [1.56093, -0.27429, -3.01786], [0.46215, -1.61411, -3.19729], [0.46329, -2.12355, 0.48507], [-0.44229, -2.70482, -0.91440], [-1.86712, -1.30858, 0.56545], [-1.65168, -0.51272, -1.06626], [0.43392, 1.67878, 2.94335], [-1.16921, 1.67264, 3.63362], [0.83505, 1.81803, 0.43321], [-0.00235, 1.51778, -1.01222], [2.02382, -0.28672, 0.37577], [2.24659, 0.53811, -1.06445]],
  "forces_ev_per_a": [[0.355, -1.201, -0.933], [0.944, -0.214, -0.043], [-0.653, -0.563, 0.784], [1.066, 0.302, 0.466], [-0.545, -1.599, -0.291], [-0.216, -0.270, -0.307], [0.099, 0.282, 0.025], [0.544, -0.913, 1.909], [-0.424, 1.714, -1.013], [-0.562, 1.779, -1.355], [-0.986, -0.243, -0.516], [0.727, 0.305, 0.173], [-1.071, 0.296, 0.071], [0.007, 0.217, 0.332], [-0.390, 0.383, -0.590], [0.492, 0.745, -0.184], [-0.599, -0.178, -0.129], [-0.287, 0.063, 0.257], [0.044, -0.009, -0.160], [0.173, -0.329, -0.490], [0.208, 0.479, 0.848], [0.322, -0.738, 0.711], [0.363, -0.777, 1.104], [0.388, 0.470, -0.668]],
  "mulliken_charge": [-0.908, 0.088, -0.659, -0.841, 0.114, 0.804, -0.648, -0.587, -0.168, -0.514, -1.202, 0.304, 0.308, 0.330, 0.293, 0.348, 0.517, 0.250, 0.281, 0.356, 0.548, 0.177, 0.364, 0.445]
}

{
  "formula": "C7H13ClOS",
  "method": "the ωB97M-V functional and the def2-TZVPD basis",
  "gap_ev": [8.0, 8.2],
  "max_force_ha_per_bohr": 0.0365,
  "lumo_energy_ev": [-0.5144, -0.3510],
  "energy_ha": -1208.01148,
  "relative_energy_kcal_mol": 14.66,
  "symbols": ["C", "C", "C", "C", "C", "C", "C", "O", "S", "Cl", "H", "H", "H", "H", "H", "H", "H", "H", "H", "H", "H", "H", "H"],
  "xyz": [[-0.30745, 0.37497, 0.52058], [-1.01401, -0.68697, 0.26308], [2.61589, -1.14363, -1.19401], [-4.29006, -0.16185, 0.98791], [1.09935, 0.38462, 1.06823], [2.10039, 0.28843, -1.28059], [2.07656, 1.00507, 0.06993], [-3.36297, 1.49324, -0.85971], [-3.51313, 0.05000, -0.66863], [-0.81945, -2.33703, 0.39390], [-0.74169, 1.34377, 0.29649], [3.57199, -1.17780, -0.67204], [2.75602, -1.55300, -2.19234], [1.91327, -1.78272, -0.66641], [-5.27575, 0.29342, 0.96376], [-3.67544, 0.32518, 1.73595], [-4.36412, -1.22602, 1.18009], [1.10593, 0.96930, 1.99204], [1.40297, -0.63569, 1.30684], [2.74382, 0.85718, -1.95575], [1.09385, 0.28561, -1.70275], [3.07842, 0.98333, 0.50615], [1.80560, 2.05059, -0.09270]],
  "forces_ev_per_a": [[0.471, 0.101, 0.238], [-1.724, 0.491, -0.550], [-0.073, 0.181, -0.072], [0.388, 0.090, -0.683], [-0.097, -0.038, -0.072], [0.186, 0.034, 0.145], [-0.050, -0.092, -0.171], [0.124, 1.057, -0.167], [0.650, -1.260, 1.181], [0.210, -0.424, 0.115], [-0.211, 0.083, -0.082], [0.083, -0.048, 0.024], [0.024, -0.110, -0.033], [-0.033, -0.136, 0.071], [-0.099, 0.022, -0.090], [0.126, 0.050, 0.054], [-0.011, -0.188, 0.067], [0.032, -0.080, 0.026], [-0.002, 0.022, 0.091], [-0.073, 0.022, -0.053], [0.013, 0.066, -0.107], [0.028, 0.093, 0.006], [0.038, 0.065, 0.060]],
  "mulliken_charge": [-0.128, -0.152, -1.070, -0.788, -0.656, -0.318, -0.785, -0.475, 0.402, -0.153, 0.364, 0.298, 0.360, 0.197, 0.327, 0.257, 0.321, 0.309, 0.333, 0.338, 0.292, 0.394, 0.334]
}